Computed, not measured: a 2-piece molecular cluster, C3H2N2O2 overall at a distorted geometry, with ωB97M-V/def2-TZVPD.

The geometry in ORCA input format:
```
! RIJCOSX wB97M-V def2-TZVPD def2/J DEFGRID3
* xyz 0 1
O 1.50 -2.02 -0.19
C 1.38 -0.88 -0.06
N 1.22 0.28 -0.26
C 0.91 1.59 0.09
O 1.55 2.53 -0.14
H -0.08 1.43 0.73
C -2.12 -1.02 -0.10
N -2.01 0.13 -0.20
H -2.34 -2.05 0.13
*
```

SMILES ... O=C=NC=O.C#N
Gap between HOMO and LUMO ... 11.297 eV
ΔE to the lowest compared entry with this formula, charge and spin ... 30.5 kcal/mol
LUMO level ... 0.0172 hartree

Formally, the natural (NBO) partial charges of the atoms, in units of the elementary charge, are as follows: -0.496 0.884 -0.610 0.564 -0.481 0.137 0.084 -0.326 0.244

Computed, not measured: a 11-piece molecular cluster, C41H53N10O overall at a distorted geometry, with ωB97M-V/def2-TZVPD.

The geometry in ORCA input format:
```
! RIJCOSX wB97M-V def2-TZVPD def2/J DEFGRID3
* xyz -1 1
C -0.05 0.00 -0.05
O 0.63 1.05 -0.81
H -0.08 -1.00 -0.51
H -1.07 0.19 0.04
H 0.76 -0.16 0.76
N -4.65 0.79 -1.19
C -5.93 0.39 -1.45
C -6.50 -0.39 -0.55
C -5.55 -0.26 0.58
C -4.39 0.42 0.09
H -3.94 1.47 -1.62
H -6.38 0.52 -2.38
H -7.36 -0.75 -0.66
H -5.68 -0.62 1.49
H -3.38 0.49 0.45
N 1.28 0.24 -3.05
C 1.07 0.67 -4.29
C 1.71 -0.15 -5.25
C 2.33 -1.26 -4.46
C 2.10 -0.96 -3.09
H 1.19 0.78 -2.09
H 0.67 1.59 -4.35
H 1.78 -0.06 -6.24
H 2.76 -2.24 -4.65
H 2.55 -1.47 -2.08
N 1.40 1.99 4.04
C 2.28 1.19 3.36
C 2.66 0.29 4.23
C 2.21 0.82 5.62
C 1.38 1.78 5.43
H 0.94 2.75 3.40
H 2.19 1.18 2.14
H 3.10 -0.80 4.13
H 2.51 0.32 6.65
H 0.68 2.52 6.03
N -1.17 -2.10 -2.62
C -1.21 -2.79 -3.75
C -2.42 -3.51 -3.73
C -3.18 -3.01 -2.50
C -2.38 -2.13 -1.92
H -0.26 -1.51 -2.33
H -0.43 -2.90 -4.51
H -2.92 -4.03 -4.57
H -4.26 -3.06 -2.38
H -2.35 -1.62 -1.12
N -1.44 2.46 -1.88
C -2.00 3.64 -1.48
C -3.02 3.91 -2.28
C -2.92 2.97 -3.48
C -1.83 2.17 -3.23
H -0.74 2.04 -1.21
H -1.93 4.12 -0.36
H -3.79 4.80 -2.15
H -3.32 3.01 -4.49
H -1.41 1.36 -3.75
N 5.84 -2.00 -0.12
C 5.33 -2.84 0.86
C 4.09 -2.37 1.14
C 3.91 -1.02 0.40
C 5.11 -0.88 -0.34
H 6.72 -2.03 -0.71
H 5.67 -3.82 1.24
H 3.38 -2.89 1.67
H 3.05 -0.43 0.44
H 5.59 -0.22 -1.12
N 3.06 2.29 -1.21
C 3.58 3.01 -0.13
C 4.79 3.48 -0.60
C 5.11 2.88 -1.92
C 3.90 2.23 -2.24
H 2.19 1.89 -0.88
H 2.96 3.17 0.46
H 5.33 4.46 -0.20
H 5.91 3.07 -2.61
H 3.55 1.83 -2.96
N -2.56 -1.66 3.46
C -1.77 -0.62 3.27
C -1.75 0.11 4.45
C -2.65 -0.78 5.45
C -3.13 -1.85 4.73
H -2.66 -2.34 2.68
H -1.09 -0.43 2.41
H -1.20 1.01 4.68
H -2.62 -0.57 6.59
H -3.71 -2.64 5.12
N -0.50 -4.47 -0.90
C -0.98 -5.79 -0.93
C -0.34 -6.43 0.07
C 0.58 -5.42 0.78
C 0.37 -4.19 0.20
H -0.96 -3.66 -1.38
H -1.88 -6.00 -1.62
H -0.50 -7.34 0.50
H 1.31 -5.54 1.55
H 0.69 -3.27 0.60
N -0.07 3.06 1.27
C -1.14 2.81 2.17
C -1.23 3.77 2.97
C -0.13 4.76 2.69
C 0.56 4.24 1.62
H -0.03 2.33 0.53
H -1.54 1.71 2.05
H -2.04 3.95 3.56
H 0.21 5.75 3.30
H 1.45 4.61 1.04
*
```

Gap between HOMO and LUMO ... 8.303 eV
ΔE to the lowest compared entry with this formula, charge and spin ... 191.5 kcal/mol
LUMO level ... 0.0956 hartree

These are the Mulliken partial charges, in e, on atoms 1 to 99: 1.028 0.709 -0.738 -0.578 0.113 0.303 -0.529 -0.974 -1.104 -0.609 0.300 0.420 0.731 0.809 0.625 1.844 -1.206 -1.574 -0.538 -0.146 -0.404 0.932 0.686 0.463 -0.032 0.026 0.005 0.093 -0.722 -0.384 0.461 -0.148 0.252 0.221 0.336 0.768 -0.158 -0.975 -0.571 -1.300 -0.452 0.427 0.358 0.479 1.271 0.643 -0.378 -0.292 -1.080 -0.200 -0.244 0.042 0.208 0.402 0.473 -0.014 -0.499 -1.083 -0.074 -0.585 0.271 0.339 0.548 0.738 0.276 0.544 0.523 -0.688 -0.899 -0.556 0.088 -0.507 0.172 0.441 0.720 -0.027 -0.686 -0.170 -0.590 -0.642 0.240 0.645 0.492 0.246 0.437 -0.021 -0.288 -0.869 -0.416 -0.622 0.508 0.294 0.462 0.446 0.465 1.151 -0.410 0.021 -0.896

Computed, not measured: one molecule with the formula C20H28N2O6S at a distorted geometry, with ωB97M-V/def2-TZVPD.

The geometry in ORCA input format:
```
! RIJCOSX wB97M-V def2-TZVPD def2/J DEFGRID3
* xyz 0 1
O 0.17 -4.85 -4.08
C 0.33 -4.07 -3.17
C 1.63 -3.25 -3.06
O 1.56 -2.23 -2.06
C 0.99 -1.07 -2.43
O 0.64 -0.82 -3.55
C 0.80 -0.15 -1.27
C 1.32 -0.45 -0.01
C 1.06 0.41 1.05
C 0.30 1.54 0.84
S 0.00 2.62 2.23
O -0.94 3.63 1.83
O -0.30 1.82 3.38
N 1.55 3.23 2.43
C 1.99 3.45 3.79
C 1.48 4.79 4.31
O 1.88 5.85 3.47
C 1.37 5.67 2.16
C 1.86 4.35 1.56
C -0.21 1.85 -0.41
C 0.04 1.00 -1.47
N -0.54 -3.85 -2.17
C -1.87 -4.41 -2.13
C -2.15 -5.07 -0.78
C -2.05 -4.17 0.45
C -2.94 -2.92 0.41
C -2.39 -1.81 -0.48
C -2.70 -1.94 -1.98
C -2.93 -3.36 -2.51
H 1.84 -2.81 -4.04
H 2.45 -3.91 -2.77
H 1.91 -1.34 0.13
H 1.44 0.21 2.04
H 1.60 2.63 4.39
H 3.09 3.43 3.80
H 1.90 5.02 5.30
H 0.38 4.75 4.38
H 1.73 6.52 1.58
H 0.27 5.67 2.18
H 1.38 4.17 0.59
H 2.95 4.38 1.42
H -0.81 2.73 -0.52
H -0.35 1.20 -2.46
H -0.30 -3.19 -1.45
H -1.88 -5.20 -2.89
H -3.15 -5.50 -0.82
H -1.45 -5.90 -0.65
H -1.01 -3.85 0.60
H -2.33 -4.77 1.32
H -3.95 -3.20 0.10
H -3.01 -2.53 1.43
H -2.80 -0.85 -0.14
H -1.31 -1.74 -0.32
H -1.90 -1.47 -2.55
H -3.62 -1.38 -2.20
H -3.90 -3.73 -2.19
H -2.95 -3.29 -3.60
*
```

SMILES ... O=C(COC(=O)c1ccc(S(=O)(=O)N2CCOCC2)cc1)NC1CCCCCC1
Gap between HOMO and LUMO ... 8.894 eV
ΔE to the lowest compared entry with this formula, charge and spin ... 25.2 kcal/mol
LUMO level ... -0.0159 hartree

Formally, the natural (NBO) partial charges of the atoms, in units of the elementary charge, are as follows: -0.618 0.661 -0.173 -0.518 0.765 -0.574 -0.088 -0.188 -0.178 -0.306 2.315 -0.942 -0.935 -0.676 -0.260 -0.088 -0.522 -0.095 -0.257 -0.192 -0.183 -0.627 -0.062 -0.396 -0.400 -0.407 -0.409 -0.402 -0.412 0.234 0.219 0.237 0.239 0.242 0.205 0.200 0.172 0.197 0.191 0.219 0.209 0.247 0.246 0.404 0.239 0.204 0.213 0.186 0.214 0.198 0.213 0.218 0.178 0.208 0.211 0.202 0.221

Computed, not measured: C22H30ClPRe as an isolated structure at a distorted geometry, with ωB97M-V/def2-TZVPD.

The geometry in ORCA input format:
```
! RIJCOSX wB97M-V def2-TZVPD def2/J DEFGRID3
* xyz 2 4
C 0.25 -0.18 -5.72
C 1.61 0.32 -5.53
C -0.04 -1.62 -5.69
C -0.88 0.76 -5.67
Cl 0.16 0.03 -2.28
H -0.01 -1.80 -6.78
H -1.04 -1.90 -5.34
H 0.70 -2.28 -5.23
H 1.86 0.47 -6.59
H 2.35 -0.37 -5.11
H 1.71 1.29 -5.04
H -0.95 0.96 -6.75
H -0.71 1.72 -5.17
H -1.84 0.35 -5.34
C 1.83 -2.12 1.00
C 0.92 -2.86 0.15
C 1.11 -2.40 -1.21
H 0.31 -3.71 0.46
C 2.05 -1.31 -1.12
C 2.45 -1.11 0.21
H 3.18 -0.37 0.56
H 2.03 -2.35 2.02
H 0.71 -2.87 -2.10
H 2.40 -0.66 -1.95
C -1.79 0.40 0.53
C -1.77 -0.89 1.19
C -1.91 -1.91 0.19
H -1.74 -1.05 2.24
C -2.00 -1.27 -1.08
C -1.98 0.14 -0.86
H -2.06 0.95 -1.60
H -1.67 1.37 1.00
H -1.96 -2.98 0.40
H -2.16 -1.79 -2.03
Re -0.02 -0.86 -0.33
C 2.24 1.10 2.74
P 0.58 0.36 2.63
C 0.72 -0.98 3.88
C -0.44 1.58 3.57
C -1.58 1.18 4.27
C -2.31 2.11 5.02
C -1.91 3.44 5.06
C -0.81 3.85 4.33
C -0.10 2.94 3.55
H 3.04 0.35 2.69
H 2.27 1.63 3.70
H 2.36 1.81 1.92
H 1.73 -1.39 3.96
H 0.44 -0.54 4.84
H 0.02 -1.79 3.63
H -1.93 0.15 4.24
H -3.19 1.78 5.57
H -2.48 4.16 5.66
H -0.50 4.90 4.35
H 0.72 3.29 2.92
*
```

Expectation value of S² ... 3.779
Gap between HOMO and LUMO (alpha / beta) ... 3.620 / 5.955 eV
ΔE to the lowest compared entry with this formula, charge and spin ... 17.3 kcal/mol
LUMO level (alpha / beta) ... -0.2838 / -0.2838 hartree

Formally, the natural (NBO) partial charges of the atoms, in units of the elementary charge, are as follows: 0.610 -0.745 -0.744 -0.745 -0.312 0.314 0.273 0.279 0.312 0.277 0.285 0.312 0.285 0.274 -0.258 -0.248 -0.372 0.268 -0.243 -0.230 0.267 0.250 0.260 0.265 -0.252 -0.265 -0.242 0.259 -0.330 -0.181 0.278 0.286 0.277 0.270 0.828 -0.964 1.020 -0.957 -0.290 -0.250 -0.179 -0.179 -0.194 -0.226 0.249 0.263 0.246 0.254 0.265 0.237 0.211 0.236 0.241 0.237 0.218

Computed, not measured: C41H33MoN5O4S5 as an isolated structure at a distorted geometry, with ωB97M-V/def2-TZVPD.

The geometry in ORCA input format:
```
! RIJCOSX wB97M-V def2-TZVPD def2/J DEFGRID3
* xyz 0 1
Mo -0.30 -0.80 -0.83
C -1.16 1.85 2.10
C 0.27 1.54 1.83
N 0.71 0.59 1.06
C 2.09 0.54 1.03
C 2.70 1.48 1.80
S 1.53 2.45 2.59
C 2.79 -0.46 0.24
C 4.09 -0.83 0.44
S 4.54 -2.05 -0.66
C 2.95 -2.02 -1.35
N 2.17 -1.13 -0.79
C 2.58 -2.94 -2.45
H -1.80 1.26 1.46
H -1.36 2.91 1.94
H -1.40 1.62 3.14
H 3.75 1.64 1.95
H 4.77 -0.47 1.19
H 3.47 -3.37 -2.91
H 1.99 -2.41 -3.20
H 1.96 -3.75 -2.07
S -1.86 -3.93 3.60
C -2.61 -4.71 4.92
C -3.87 -4.26 5.13
C -4.26 -3.27 4.20
C -3.28 -2.97 3.28
C -3.31 -1.99 2.20
C -2.26 -1.98 1.28
N -2.09 -1.07 0.31
C -3.11 -0.17 0.18
C -4.27 -0.16 0.99
C -5.28 0.80 0.69
C -5.14 1.68 -0.33
C -3.97 1.69 -1.15
C -3.76 2.56 -2.22
C -2.61 2.40 -2.99
C -1.70 1.41 -2.65
N -1.81 0.63 -1.57
C -2.96 0.75 -0.87
C -2.31 3.29 -4.11
C -1.38 3.14 -5.10
C -1.31 4.23 -5.99
C -2.19 5.22 -5.67
S -3.11 4.82 -4.29
C -4.34 -1.07 2.04
H -2.05 -5.45 5.47
H -4.51 -4.63 5.92
H -5.23 -2.80 4.20
H -1.52 -2.76 1.35
H -6.18 0.81 1.29
H -5.94 2.37 -0.56
H -4.50 3.31 -2.46
H -0.82 1.25 -3.25
H -0.76 2.25 -5.20
H -0.64 4.28 -6.84
H -2.34 6.17 -6.16
H -5.19 -1.06 2.71
O 0.68 -4.34 -0.05
C 0.78 -3.34 0.63
O 0.17 -2.21 0.35
C 1.63 -3.29 1.87
C 1.44 -2.27 2.81
C 2.35 -2.09 3.82
C 3.44 -2.94 3.91
C 3.58 -4.02 3.05
C 2.68 -4.19 2.03
N 4.46 -2.69 4.91
O 4.34 -1.69 5.60
O 5.38 -3.47 5.00
H 0.56 -1.64 2.72
H 2.25 -1.29 4.54
H 4.42 -4.70 3.19
H 2.77 -5.00 1.31
C 1.43 4.12 -2.55
C 2.28 2.84 -2.45
C 2.81 2.44 -3.84
C 3.46 3.06 -1.49
C 1.44 1.74 -1.96
C 0.74 0.81 -1.61
H 2.04 4.96 -2.89
H 1.00 4.36 -1.58
H 0.61 3.97 -3.26
H 3.48 3.21 -4.23
H 1.98 2.30 -4.53
H 3.35 1.50 -3.77
H 4.11 3.85 -1.87
H 4.03 2.14 -1.38
H 3.10 3.37 -0.51
S -0.68 -1.94 -2.69
*
```

Gap between HOMO and LUMO (alpha / beta) ... 5.055 / 4.666 eV
ΔE to the lowest compared entry with this formula, charge and spin ... 12.7 kcal/mol
LUMO level (alpha / beta) ... -0.0296 / -0.0314 hartree

Formally, the Mulliken partial charges of the atoms, in units of the elementary charge, are as follows: -1.484 -0.716 0.104 1.515 -1.117 -0.682 -0.317 0.498 -0.387 -0.231 0.317 0.964 -1.224 -0.248 0.440 0.391 0.498 0.401 0.491 0.189 0.179 0.147 -0.487 -0.629 -0.595 0.515 0.619 -0.789 0.562 -0.741 1.152 -1.132 -1.173 0.441 -0.962 0.570 -0.505 0.573 -0.290 0.379 -0.450 -0.666 -0.372 -0.200 -1.137 0.443 0.401 0.380 0.536 0.464 0.455 0.451 0.532 0.615 0.389 0.447 0.386 -0.673 -0.142 0.260 0.356 0.134 -0.274 -0.408 -0.515 -0.924 1.037 -0.618 -0.628 0.595 0.561 0.520 0.539 -1.322 1.988 -1.588 -1.531 1.270 -0.870 0.435 0.355 0.096 0.431 0.246 0.353 0.465 0.249 0.246 -0.552

Computed, not measured: C11H24IN2O3PSnTe as an isolated structure, with ωB97M-V/def2-TZVPD.

The geometry in ORCA input format:
```
! RIJCOSX wB97M-V def2-TZVPD def2/J DEFGRID3
* xyz 2 1
Sn -0.42 -0.01 -0.25
C 5.66 0.60 -2.79
C 4.74 0.09 -1.70
O 3.65 1.06 -1.55
P 2.26 0.74 -0.88
O 1.62 2.21 -0.73
C 2.36 3.39 -0.29
C 2.68 4.29 -1.46
O 1.25 0.21 -2.09
C 1.30 0.76 -3.45
C 1.60 -0.35 -4.43
H 6.46 -0.12 -2.95
H 6.10 1.55 -2.50
H 5.12 0.73 -3.73
H 5.26 0.01 -0.75
H 4.32 -0.89 -1.96
H 3.27 3.08 0.23
H 1.70 3.90 0.42
H 3.41 3.82 -2.12
H 3.10 5.22 -1.09
H 1.78 4.52 -2.03
H 2.05 1.55 -3.49
H 0.32 1.22 -3.64
H 2.57 -0.79 -4.22
H 1.61 0.05 -5.45
H 0.84 -1.13 -4.38
C -2.06 -0.42 3.11
Te -0.04 0.16 2.67
C 0.59 0.36 4.73
H -2.51 0.34 3.74
H -2.05 -1.38 3.64
H -2.63 -0.52 2.19
H 0.47 -0.60 5.21
H -0.03 1.12 5.19
H 1.63 0.66 4.72
I -3.42 -1.36 -5.54
C -3.23 -1.37 -3.48
C -4.06 -1.99 -2.56
N -3.56 -1.76 -1.34
N -2.44 -1.02 -1.40
C -2.24 -0.78 -2.70
H -4.96 -2.57 -2.73
H -3.93 -2.08 -0.47
H -1.40 -0.19 -3.04
*
```

Gap between HOMO and LUMO ... 6.121 eV
LUMO level ... -0.2965 hartree

Formally, the natural (NBO) partial charges of the atoms, in units of the elementary charge, are as follows: 1.308 -0.631 -0.063 -0.828 1.686 -0.864 -0.061 -0.637 -0.907 -0.076 -0.634 0.246 0.231 0.218 0.204 0.187 0.192 0.204 0.220 0.246 0.223 0.216 0.191 0.222 0.251 0.219 -0.831 0.435 -0.767 0.254 0.250 0.219 0.252 0.253 0.254 0.284 -0.293 -0.001 -0.303 -0.427 -0.058 0.266 0.433 0.216